No. 1
{
  "formula": "C24H28N6O6Yb",
  "method": "the ωB97M-V functional and the def2-TZVPD basis",
  "species": ["Yb", "O", "O", "O", "O", "O", "O", "N", "N", "N", "N", "N", "N", "C", "C", "C", "C", "C", "C", "C", "C", "C", "C", "C", "C", "C", "C", "C", "C", "C", "C", "C", "C", "C", "C", "C", "C", "H", "H", "H", "H", "H", "H", "H", "H", "H", "H", "H", "H", "H", "H", "H", "H", "H", "H", "H", "H", "H", "H", "H", "H", "H", "H", "H", "H"],
  "xyz": [[0.356, 0.918, -0.043], [0.419, 2.253, 4.083], [1.313, 3.259, -0.101], [-3.828, 0.548, 0.734], [0.209, -1.336, 1.019], [0.597, 1.177, 2.126], [-1.762, 0.405, -0.128], [-0.155, 2.037, -2.191], [2.649, 0.612, 0.004], [5.384, -1.089, 2.974], [4.880, 0.023, 0.817], [0.782, -0.586, -1.922], [-1.262, 2.834, 0.992], [-1.422, -5.177, -1.490], [-0.170, -1.726, 3.292], [1.354, -2.102, 1.478], [-0.757, 1.677, -4.368], [1.368, -1.910, -1.840], [-0.175, 1.143, -3.227], [0.376, -0.171, -3.057], [0.031, 1.986, 2.959], [-0.097, -5.408, -1.831], [0.354, -3.032, -1.744], [0.779, -4.340, -1.961], [5.095, -0.560, 1.986], [-0.867, -1.550, 1.962], [-0.762, 4.178, 0.736], [-1.279, 2.558, 2.434], [-1.117, 2.990, -4.027], [-2.568, 2.558, 0.390], [3.690, 0.325, 0.451], [1.040, -2.569, 2.902], [-0.737, 3.153, -2.698], [-0.982, -2.806, -1.421], [-2.790, 1.047, 0.340], [-1.860, -3.874, -1.294], [0.749, 4.205, 0.806], [-1.086, 4.484, -0.258], [-2.893, -3.675, -1.039], [1.893, -2.425, 3.563], [0.256, -6.418, -1.999], [-1.542, -0.705, 1.888], [2.036, -2.093, -2.690], [-3.394, 3.032, 0.934], [-2.112, -6.005, -1.387], [-1.352, -1.802, -1.265], [0.451, -0.809, -3.945], [1.123, 3.922, 1.789], [-0.895, 1.169, -5.310], [-0.805, -2.211, 4.035], [2.217, -1.446, 1.437], [1.124, 5.211, 0.590], [0.784, -3.631, 2.903], [-1.587, 3.731, -4.654], [2.007, -1.913, -0.957], [-2.548, 2.928, -0.638], [-1.553, 3.453, 3.006], [1.493, -2.942, 0.795], [1.077, 3.471, -1.015], [0.148, -0.756, 3.673], [-1.181, 4.913, 1.441], [-1.408, -2.453, 1.655], [-0.856, 4.042, -2.097], [-2.046, 1.802, 2.630], [1.815, -4.522, -2.228]],
  "mulliken_spin": [1.01, 0.00, 0.00, 0.00, 0.00, 0.00, 0.00, 0.00, 0.00, 0.00, 0.00, 0.00, 0.00, 0.00, 0.00, 0.00, 0.00, 0.00, 0.00, 0.00, 0.00, 0.00, 0.00, 0.00, 0.00, 0.00, 0.00, 0.00, 0.00, 0.00, 0.00, 0.00, 0.00, 0.00, 0.00, 0.00, 0.00, 0.00, 0.00, 0.00, 0.00, 0.00, 0.00, 0.00, 0.00, 0.00, 0.00, 0.00, 0.00, 0.00, 0.00, 0.00, 0.00, 0.00, 0.00, 0.00, 0.00, 0.00, 0.00, 0.00, 0.00, 0.00, 0.00, 0.00, 0.00],
  "spin_multiplicity": 2,
  "s_squared": 0.751,
  "charge": -1,
  "e_lumo_ev": 2.552,
  "total_energy_ev": -78105.275,
  "orbital_gap_ev": 8.19
}

No. 2
{
  "formula": "C24H28N7O3PS5V",
  "method": "the ωB97M-V functional and the def2-TZVPD basis",
  "species": ["V", "S", "S", "S", "S", "S", "P", "O", "O", "O", "N", "N", "N", "N", "N", "N", "N", "C", "C", "C", "C", "C", "C", "C", "C", "C", "C", "C", "C", "C", "C", "C", "C", "C", "C", "C", "C", "C", "C", "C", "C", "H", "H", "H", "H", "H", "H", "H", "H", "H", "H", "H", "H", "H", "H", "H", "H", "H", "H", "H", "H", "H", "H", "H", "H", "H", "H", "H", "H"],
  "xyz": [[1.112, 0.565, -1.722], [-0.797, 1.524, 2.225], [0.339, 1.283, -4.004], [-0.988, -1.231, 3.540], [1.492, -1.683, -2.720], [-1.324, -2.758, 6.063], [0.448, -0.695, -4.101], [0.628, 2.452, -0.776], [-1.082, -1.187, -4.192], [1.083, -1.206, -5.488], [2.060, -0.042, -0.114], [3.082, 1.069, -2.267], [-1.411, 0.968, 4.761], [3.943, -0.594, 0.893], [5.209, 0.677, -1.840], [-0.701, 0.247, -1.090], [-1.598, -0.052, 5.673], [-2.668, 1.342, 9.502], [-1.390, -2.540, -4.586], [3.836, 1.586, -3.286], [-0.737, 2.644, -1.177], [-1.481, 1.342, -1.030], [-1.076, 0.568, 3.584], [-3.413, 0.044, -0.529], [3.936, 0.533, -1.400], [-3.052, 0.071, 9.108], [1.800, 0.346, -7.226], [-1.984, 0.377, 6.979], [-2.724, -0.415, 7.851], [1.763, -0.621, 1.090], [-1.632, 1.674, 7.358], [3.390, -0.041, -0.218], [5.155, 1.352, -3.040], [-1.971, 2.146, 8.613], [-2.590, -1.069, -0.467], [2.916, -0.970, 1.723], [-1.842, -3.391, -3.419], [-1.253, -0.933, -0.774], [0.713, -0.595, -6.743], [-2.841, 1.272, -0.810], [-1.367, -1.321, 5.241], [6.037, 0.324, -1.398], [-3.053, -1.394, 7.555], [-0.714, 2.955, -2.219], [-2.191, -2.453, -5.321], [-4.471, -0.029, -0.320], [-2.976, -2.041, -0.192], [0.579, -1.421, -7.440], [-1.012, -3.580, -2.738], [-2.911, 1.709, 10.491], [-0.585, -1.782, -0.777], [-3.623, -0.553, 9.783], [2.744, -0.191, -7.315], [-2.637, -2.885, -2.876], [-3.431, 2.179, -0.801], [-1.207, 3.427, -0.579], [0.607, 2.226, 0.179], [-1.101, 2.291, 6.650], [1.531, 0.757, -8.200], [3.382, 2.090, -4.121], [-0.238, -0.069, -6.633], [6.041, 1.598, -3.596], [4.919, -0.729, 1.080], [-1.691, 3.154, 8.892], [3.089, -1.430, 2.680], [-0.520, -2.982, -5.076], [-2.221, -4.345, -3.789], [1.921, 1.167, -6.522], [0.749, -0.732, 1.417]],
  "mulliken_spin": [1.09, 0.00, 0.01, 0.00, -0.01, 0.00, -0.01, 0.00, 0.00, 0.00, -0.03, -0.02, 0.00, -0.01, -0.01, -0.04, 0.00, 0.00, 0.00, 0.00, 0.01, 0.02, 0.00, 0.02, 0.01, 0.00, 0.00, 0.00, 0.00, 0.00, 0.00, -0.04, 0.00, 0.00, -0.01, 0.01, 0.00, 0.04, 0.00, -0.01, 0.00, 0.00, 0.00, 0.00, 0.00, 0.00, 0.00, 0.00, 0.00, 0.00, 0.00, 0.00, 0.00, 0.00, 0.00, 0.00, 0.00, 0.00, 0.00, 0.00, 0.00, 0.00, 0.00, 0.00, 0.00, 0.00, 0.00, 0.00, -0.01],
  "spin_multiplicity": 2,
  "s_squared": 0.779,
  "e_lumo_ev": [-0.209, -0.206],
  "total_energy_ev": -131072.084,
  "orbital_gap_ev": [6.36, 6.10]
}

No. 3
{
  "formula": "C24H28N7OSSn",
  "method": "the ωB97M-V functional and the def2-TZVPD basis",
  "species": ["Sn", "S", "O", "N", "N", "N", "N", "N", "N", "N", "C", "C", "C", "C", "C", "C", "C", "C", "C", "C", "C", "C", "C", "C", "C", "C", "C", "C", "C", "C", "C", "C", "C", "C", "H", "H", "H", "H", "H", "H", "H", "H", "H", "H", "H", "H", "H", "H", "H", "H", "H", "H", "H", "H", "H", "H", "H", "H", "H", "H", "H", "H"],
  "xyz": [[0.555, 0.587, 0.370], [-3.593, -5.450, -3.185], [-0.073, 2.521, -0.428], [4.121, 2.900, -0.832], [1.210, 1.889, 4.075], [-1.288, -7.409, -6.474], [-0.098, 0.832, 2.437], [2.554, 1.659, 0.035], [-1.288, -2.048, -1.229], [-0.951, 1.248, 4.570], [-1.593, -4.416, -1.496], [-0.974, -3.309, -0.930], [0.058, 1.333, 3.683], [2.261, 5.118, -1.303], [0.411, 3.627, -0.809], [3.760, 1.019, 0.194], [4.743, 1.785, -0.349], [-2.247, -1.851, -2.132], [-3.335, -6.575, -5.573], [-2.943, -2.878, -2.760], [-0.649, -7.050, -5.351], [2.795, 2.816, -0.586], [-2.589, -4.176, -2.429], [-0.728, 0.958, 5.991], [-2.595, -7.161, -6.582], [-0.046, 5.897, -1.557], [2.404, 1.753, 3.264], [1.346, 6.123, -1.629], [1.269, 2.944, 5.094], [1.842, 3.865, -0.911], [-1.259, -6.415, -4.293], [-2.641, -6.160, -4.408], [-0.505, 4.684, -1.154], [-2.340, 1.102, 4.149], [3.314, 5.365, -1.350], [-0.959, 0.295, 2.425], [0.331, 0.886, 6.210], [-0.197, -3.455, -0.189], [1.717, 7.093, -1.934], [2.550, 0.713, 2.969], [-2.968, 1.679, 4.826], [5.806, 1.633, -0.435], [1.763, 3.814, 4.661], [-3.070, -7.465, -7.506], [-1.314, -5.413, -1.185], [-2.486, 1.500, 3.147], [-1.179, 1.726, 6.620], [0.270, 3.237, 5.396], [-0.702, -6.154, -3.406], [-4.402, -6.428, -5.672], [4.588, 3.648, -1.321], [1.834, 2.618, 5.967], [3.263, 2.050, 3.861], [3.847, 0.055, 0.669], [-2.666, 0.059, 4.190], [-0.734, 6.692, -1.812], [-2.495, -0.823, -2.368], [2.370, 2.399, 2.387], [-1.192, -0.001, 6.225], [-1.559, 4.461, -1.066], [0.406, -7.294, -5.306], [-3.730, -2.653, -3.467]],
  "lowdin_charge": [1.36, 1.28, -0.19, 0.16, -0.13, 0.14, -0.08, -0.09, 0.04, -0.14, -0.05, -0.12, -0.40, 0.02, -0.28, -0.11, -0.01, -0.11, -0.02, -0.05, -0.07, -0.25, -0.46, -0.01, -0.07, 0.00, -0.05, 0.04, -0.01, -0.03, -0.02, -0.48, 0.06, -0.03, 0.13, 0.02, 0.09, 0.12, 0.14, 0.09, 0.11, 0.14, 0.10, 0.14, 0.12, 0.09, 0.11, 0.09, 0.11, 0.13, 0.17, 0.11, 0.11, 0.12, 0.10, 0.14, 0.12, 0.07, 0.11, 0.14, 0.13, 0.12],
  "charge": 3,
  "e_lumo_ev": [-10.443, -11.074],
  "total_energy_ev": -54461.521,
  "orbital_gap_ev": [5.82, 5.18]
}